21
Properties=species:S:1:pos:R:3:forces:R:3 method="wB97M-V/def2-TZVPD" e_tot_ha=-665.49241 homo_ev="-9.393 / -12.434" total_charge=+1 spin_multiplicity=3 lumo_ev="-3.01 / -5.06" homo_lumo_gap_ev="6.3781 / 7.3775" relative_energy_kcal_mol=0.0 mol_weight_g_mol=134.143
C 1.96805 -0.85147 -1.19073 0.4 -0.7 -0.4
C -3.01950 0.89244 0.42935 -0.1 -0.6 0.0
C -1.26470 0.42300 2.55871 -0.3 -0.6 -0.1
C 0.20935 0.71864 -0.57169 1.8 0.8 -1.3
N 3.24843 -1.22988 -1.02535 -0.3 0.1 0.0
N 1.21865 -1.45215 -2.12476 0.0 0.3 0.3
N 1.47377 0.12471 -0.44444 -0.5 0.6 0.3
P -1.72284 -0.31079 0.93406 -0.7 0.0 0.7
H -3.94636 0.61990 0.94028 -0.1 0.2 0.0
H -3.19683 0.81140 -0.64131 -0.1 0.1 -0.1
H -2.75956 1.91695 0.68922 0.0 0.1 0.0
H -1.10201 1.49634 2.49370 0.0 0.1 -0.1
H -0.37358 -0.06607 2.94615 0.1 0.0 0.1
H -2.08332 0.23327 3.25763 0.1 0.2 0.1
H 0.18716 1.71606 -0.16135 -0.3 -0.1 0.4
H -0.23474 0.64053 -1.55038 -0.3 -0.2 0.0
H 3.66374 -1.90888 -1.64078 0.0 0.0 0.1
H 3.87514 -0.68628 -0.45727 0.0 0.0 0.0
H 1.58217 -2.24276 -2.62640 0.0 0.0 -0.1
H 0.21861 -1.32888 -2.11382 0.0 -0.1 0.0
H 2.05836 0.48391 0.29917 0.0 -0.1 -0.1



19
Properties=species:S:1:pos:R:3:forces:R:3 method="wB97M-V/def2-TZVPD" e_tot_ha=-816.60556 homo_ev=-13.636 total_charge=+1 lumo_ev=-4.79 homo_lumo_gap_ev=8.8434 relative_energy_kcal_mol=44.1 mol_weight_g_mol=157.218
C 0.61747 1.77149 0.19196 0.0 -2.3 1.3
C 1.91864 1.51352 0.09632 -0.7 0.7 -0.2
C -0.39313 0.70789 -0.14078 -1.7 1.6 0.1
C -1.62513 1.12155 -0.78789 0.6 0.5 -1.7
C -1.65807 -1.17027 -0.37736 -0.5 -1.7 2.1
C -2.30349 -0.00275 -1.01622 -3.9 -1.6 -0.3
N -0.50633 -0.54695 0.21607 2.7 0.4 0.1
N 2.20875 -0.89191 0.81053 0.2 2.1 0.0
O 1.49238 -0.51872 -1.62943 0.2 0.3 0.2
S 2.51919 -0.05502 -0.68859 0.3 0.0 -0.9
H 0.21644 2.56625 0.85193 0.3 -0.2 -1.0
H 2.55865 2.29126 0.50388 0.7 -0.4 -0.3
H -2.33294 -1.65767 0.52942 1.5 1.2 -2.4
H -1.23563 -2.03436 -0.98148 -1.0 1.1 0.2
H -3.40927 -0.15106 -1.36291 2.4 0.6 0.2
H 0.42153 -1.02122 0.39865 -1.4 0.2 0.5
H -1.79125 2.08546 -1.32028 0.0 -0.7 1.1
H 2.65411 -0.12585 1.30957 -0.8 0.3 1.6
H 2.87713 -1.56532 1.07613 1.0 -2.0 -0.7



4
Properties=species:S:1:pos:R:3:forces:R:3 method="wB97M-V/def2-TZVPD" e_tot_ha=-673.02707 homo_ev="-13.488 / -10.455" lumo_ev="-2.75 / -3.77" homo_lumo_gap_ev="10.7344 / 6.6893" relative_energy_kcal_mol=52.0 mol_weight_g_mol=86.062
O -1.42740 0.48269 -0.52434 0.9 0.0 0.1
F 2.05921 0.96872 0.46068 -1.3 -0.6 -0.3
F -0.35228 -1.60587 0.14477 0.4 1.6 0.1
S -0.36241 0.02507 0.32149 0.1 -1.0 0.1



17
Properties=species:S:1:pos:R:3:forces:R:3 method="wB97M-V/def2-TZVPD" e_tot_ha=-313.22390 homo_ev=-8.127 lumo_ev=0.49 homo_lumo_gap_ev=8.6189 smiles=CNB(O)C1CC1 relative_energy_kcal_mol=44.8 mol_weight_g_mol=98.942
C -1.44010 2.21422 -0.55125 -0.2 -1.8 -1.1
N -0.04338 2.04983 -0.24229 2.7 -2.4 2.1
B 0.51612 0.45263 0.46656 -2.7 3.6 -3.9
O 1.15537 0.63370 1.57605 1.6 -0.4 2.6
C 0.25403 -0.86575 -0.33003 -2.0 2.2 -0.8
C 1.21799 -1.97141 -0.39681 0.6 0.3 -0.2
C -0.10102 -2.17364 0.27072 1.2 0.0 1.5
H -1.64928 3.19470 -0.84276 -0.3 2.0 0.3
H -1.86084 1.72900 -1.48270 0.9 -0.5 0.9
H -1.97990 1.88017 0.30226 -1.4 0.1 0.5
H 0.23200 2.86599 0.39282 -0.3 -1.9 -1.0
H 1.47607 -0.18454 2.00060 -0.1 0.5 -0.2
H -0.42540 -0.64295 -1.13826 0.4 0.0 -0.7
H 2.14692 -1.65807 0.09883 -0.4 -1.1 0.2
H 1.31120 -2.54707 -1.26744 0.5 -0.2 -1.3
H -0.88005 -2.78217 -0.17141 0.3 0.0 0.1
H 0.07024 -2.19464 1.31511 -0.8 -0.5 1.1



90
Properties=species:S:1:pos:R:3:forces:R:3 method="wB97M-V/def2-TZVPD" e_tot_ha=-4214.07956 homo_ev="-9.902 / -9.889" total_charge=+1 spin_multiplicity=2 lumo_ev="-2.73 / -2.73" homo_lumo_gap_ev="7.1686 / 7.1617" relative_energy_kcal_mol=0.0 mol_weight_g_mol=772.881
Co 2.76065 0.43119 0.55112 -0.4 0.0 -0.3
C 1.56227 -2.68192 -7.43404 0.0 0.0 0.1
C 1.53060 -2.24079 -5.99148 0.0 0.0 -0.1
C 2.04714 -0.99796 -5.61214 0.0 0.0 -0.1
C 2.01889 -0.58045 -4.29531 0.0 0.0 -0.1
C 1.47127 -1.42672 -3.34015 0.0 0.1 -0.2
C 0.96979 -2.67680 -3.67933 0.0 0.0 -0.1
C 0.99797 -3.07270 -5.00929 0.0 0.0 0.0
S 1.30263 -0.97078 -1.65605 0.1 -0.1 0.4
O 2.60670 -0.26021 -1.27263 -0.1 -0.2 -0.1
C 0.14255 0.38462 -1.75719 0.2 0.1 -0.2
C 0.63465 1.67560 -2.07096 -0.1 -0.1 -0.1
C -0.24325 2.71306 -2.13210 0.0 0.1 0.0
C -1.62740 2.51950 -1.87067 0.0 0.1 0.0
C -2.53681 3.60792 -1.88175 0.1 0.0 0.0
C -3.84791 3.41921 -1.55984 -0.1 -0.1 0.1
C -4.31991 2.12840 -1.21789 0.0 0.1 0.0
C -3.47122 1.05953 -1.20843 0.1 0.0 0.0
C -2.10103 1.22915 -1.53774 -0.1 -0.1 0.1
C -1.17395 0.14689 -1.47663 -0.1 -0.1 0.4
C -1.56711 -1.20151 -0.95309 0.0 0.0 -0.2
C -2.20120 -2.15764 -1.79767 0.0 0.1 -0.1
C -2.62516 -1.83173 -3.11644 0.1 0.0 0.1
C -3.23361 -2.76967 -3.89558 0.0 -0.2 0.0
C -3.42422 -4.08955 -3.41186 0.0 0.1 -0.1
C -3.01118 -4.43269 -2.15895 0.0 0.0 0.1
C -2.39673 -3.47161 -1.31416 -0.1 -0.1 0.0
C -1.98258 -3.80103 0.00265 0.0 -0.1 -0.1
C -1.41633 -2.87072 0.81799 0.0 0.1 0.0
C -1.20849 -1.55917 0.32881 0.0 -0.1 0.0
S -0.40852 -0.28709 1.29282 0.2 0.4 -0.2
O 1.09987 -0.53132 1.16499 0.0 -0.4 0.1
C -0.81693 -0.74664 2.94018 0.0 -0.1 0.2
C -0.06686 -1.67829 3.64239 0.0 0.0 0.1
C -0.38259 -1.92998 4.96851 0.0 0.0 0.0
C -1.43409 -1.26458 5.59715 0.0 0.0 0.1
C -1.73417 -1.49353 7.05564 0.0 0.0 -0.1
C -2.18661 -0.35091 4.85880 0.0 0.0 0.0
C -1.87866 -0.07581 3.53680 0.0 -0.1 0.0
H 1.78299 -1.84859 -8.10087 0.0 0.0 0.0
H 0.60717 -3.11848 -7.73240 0.0 0.0 0.0
H 2.33007 -3.44502 -7.58559 0.0 0.0 0.0
H 2.47318 -0.34664 -6.36636 0.0 0.0 0.0
H 2.42633 0.38308 -4.01486 0.0 0.0 0.0
H 0.55678 -3.32929 -2.91506 0.0 0.1 -0.1
H 0.60432 -4.04556 -5.28605 0.0 0.1 0.0
H 1.69480 1.82414 -2.23910 0.0 0.0 0.0
H 0.10982 3.71104 -2.37011 0.0 -0.1 0.0
H -2.16855 4.59561 -2.14008 0.0 -0.1 0.0
H -4.53209 4.25932 -1.55549 0.0 -0.1 0.0
H -5.36237 1.99177 -0.95854 0.0 0.0 0.0
H -3.83814 0.07174 -0.95302 0.0 0.0 0.0
H -2.46390 -0.82848 -3.49256 0.0 0.0 0.0
H -3.57552 -2.50846 -4.89068 0.0 0.0 0.1
H -3.89772 -4.82861 -4.04653 0.0 0.0 0.0
H -3.15063 -5.44315 -1.78872 0.0 0.1 0.0
H -2.13174 -4.81472 0.35943 0.0 0.1 0.0
H -1.14273 -3.12933 1.83173 0.0 0.0 0.0
H 0.76139 -2.18921 3.16311 0.0 0.1 0.0
H 0.20074 -2.65359 5.52732 0.0 0.0 0.0
H -1.16792 -2.33412 7.45425 0.0 0.0 0.0
H -2.79653 -1.68743 7.21420 0.0 0.0 0.0
H -1.47598 -0.60686 7.63850 0.0 0.0 0.0
H -3.00976 0.17101 5.33576 0.1 0.0 0.0
H -2.44890 0.65825 2.97671 0.1 0.0 0.0
C 2.42884 0.97653 3.51264 0.0 0.2 -0.1
N 3.14358 1.21759 2.26417 -0.4 0.1 0.1
C 3.96090 2.21986 2.16799 0.1 0.0 0.3
C 4.56811 2.41563 0.91937 0.2 0.1 -0.1
C 5.54602 3.25978 0.40408 0.2 0.2 -0.1
C 5.73608 2.86023 -0.92419 0.0 0.1 0.1
C 4.86514 1.79191 -1.15437 -0.1 -0.1 -0.1
N 4.16179 1.52511 -0.04352 0.2 0.0 0.0
C 1.29180 1.95212 3.76147 0.0 0.0 -0.1
C 0.60005 2.55520 2.71151 0.0 0.0 0.1
C -0.44456 3.43762 2.96003 0.0 0.0 0.1
C -0.80609 3.73965 4.26780 0.0 -0.1 0.0
C -0.12112 3.14511 5.32134 0.0 0.0 0.0
C 0.91687 2.25676 5.06710 0.0 0.0 0.0
H 3.12180 1.00752 4.35426 0.1 0.0 0.0
H 2.03596 -0.03411 3.46275 -0.1 -0.1 0.1
H 4.16563 2.86653 3.01931 0.0 -0.1 0.0
H 6.05090 4.05521 0.93520 0.0 -0.1 -0.1
H 6.42116 3.28219 -1.64428 0.0 0.0 0.1
H 4.73565 1.20953 -2.05720 0.0 0.0 0.1
H 0.89408 2.35674 1.68671 0.0 0.0 0.0
H -0.96894 3.89845 2.13002 0.0 0.0 0.0
H -1.60371 4.44598 4.46495 0.0 0.0 0.0
H -0.38515 3.38601 6.34496 0.0 0.0 -0.1
H 1.45161 1.80110 5.89647 0.0 0.1 -0.1



75
Properties=species:S:1:pos:R:3:forces:R:3 method="wB97M-V/def2-TZVPD" e_tot_ha=-3901.44129 homo_ev="-3.225 / -3.461" total_charge=-1 spin_multiplicity=4 lumo_ev="1.74 / 1.07" homo_lumo_gap_ev="4.9689 / 4.5331" relative_energy_kcal_mol=6.9 mol_weight_g_mol=768.499
V -0.06585 -0.10644 -0.63911 -0.9 -0.4 0.5
C 4.27088 -4.83326 -1.25792 0.0 0.0 0.0
C 4.45138 -4.64383 0.12043 0.0 0.0 0.0
C 3.87713 -3.56744 0.77332 0.1 0.0 0.0
C 3.11751 -2.68423 0.01644 0.0 -0.1 0.0
C 2.35629 -1.49966 0.38921 0.0 0.2 -0.1
N 2.39598 -0.99071 1.58220 -0.2 0.1 0.0
C 1.65696 0.08121 1.91902 -0.1 -0.3 -0.1
C 1.88190 0.86755 3.08964 0.1 0.0 0.0
C 2.85546 0.82062 4.09459 0.0 0.0 0.1
C 2.81463 1.78386 5.07795 0.0 0.0 0.0
C 1.82658 2.79636 5.07400 0.0 0.0 0.0
C 0.86987 2.85364 4.08484 0.0 0.0 0.1
C 0.90164 1.87365 3.08521 0.0 0.1 0.0
C 0.11613 1.66151 1.91201 -0.3 0.0 0.0
N -0.96730 2.41190 1.58103 0.2 -0.2 0.3
C -1.44558 2.37103 0.38471 0.1 0.1 -0.3
N -0.93127 1.73152 -0.73373 -0.5 0.4 0.2
C -1.75658 2.06263 -1.80706 0.3 0.1 0.2
N -1.62312 1.74406 -3.04434 0.1 -0.3 -0.2
C -0.65608 0.88263 -3.44641 -0.1 0.0 0.1
N 0.09261 0.06252 -2.64483 0.0 0.1 -0.7
C 0.94064 -0.65195 -3.45636 -0.1 -0.1 0.0
N 1.78942 -1.62055 -3.06980 -0.1 0.0 0.1
C 2.07791 -1.79430 -1.81367 0.1 0.3 0.0
N 1.70109 -1.00072 -0.73514 0.7 -0.5 0.0
C 2.94223 -2.86953 -1.34767 0.0 0.0 0.1
C 3.51634 -3.94898 -2.00735 0.0 0.0 -0.1
C 0.71913 -0.28725 -4.81474 0.1 0.0 0.1
C 1.30966 -0.69923 -6.01740 0.0 0.0 -0.1
C 0.86278 -0.12552 -7.18478 0.0 0.0 0.1
C -0.15938 0.85596 -7.17683 0.0 0.0 0.0
C -0.74026 1.26999 -6.00179 0.0 0.0 -0.1
C -0.29466 0.68658 -4.80666 0.0 0.1 0.0
C -2.85399 2.91716 -1.34025 0.0 -0.1 0.0
C -3.96063 3.43600 -1.99243 0.0 0.1 -0.1
C -4.87514 4.15481 -1.23612 0.0 0.0 0.0
C -4.68237 4.34927 0.13615 0.1 0.0 0.0
C -3.56990 3.82438 0.78045 0.0 0.1 0.0
C -2.66634 3.10519 0.01574 0.1 -0.1 0.1
N 0.57445 0.57451 1.23725 0.1 0.1 0.0
H 4.72120 -5.69372 -1.73790 0.0 0.0 0.0
H 5.04021 -5.36001 0.68142 0.0 0.0 0.0
H 3.99968 -3.41255 1.83757 0.0 0.0 0.0
H 3.61320 0.04670 4.09081 0.0 0.0 0.0
H 3.55406 1.77278 5.86989 0.0 0.0 0.0
H 1.83012 3.54073 5.86126 0.0 0.0 0.0
H 0.11223 3.62747 4.07211 0.0 0.0 0.0
H 3.36580 -4.09143 -3.07028 0.0 0.0 0.0
H 2.09204 -1.44831 -6.01661 0.0 0.0 0.0
H 1.29998 -0.42385 -8.13049 0.0 0.0 0.0
H -0.48556 1.28653 -8.11625 0.0 0.0 0.0
H -1.52213 2.01968 -5.98977 0.0 0.0 0.0
H -4.09952 3.27486 -3.05433 0.0 0.0 0.0
H -5.75829 4.56629 -1.71008 0.0 0.0 0.0
H -5.41738 4.90914 0.70134 0.0 0.0 0.0
H -3.40334 3.95907 1.84176 0.0 0.0 0.0
C -3.45255 -4.13094 0.47188 0.1 0.0 0.0
C -2.91972 -3.09269 -0.50045 0.1 0.1 0.1
O -3.57893 -3.25677 -1.74838 0.0 0.0 0.0
P -3.21051 -1.37967 0.07211 -0.1 0.2 -0.1
O -2.82734 -1.27506 1.60981 -0.1 0.0 0.0
O -4.79830 -1.21345 0.13393 0.2 0.0 0.1
O -2.57937 -0.37206 -0.82714 0.0 -0.2 0.1
P -1.06649 -3.16351 -0.65457 0.0 0.0 0.1
O -0.93593 -2.71729 -2.20342 0.0 0.0 0.1
O -0.43518 -4.47016 -0.41212 -0.1 0.0 0.1
O -0.65269 -1.95268 0.20997 0.3 0.2 -0.3
H -4.52743 -4.00404 0.60994 0.0 0.0 0.0
H -2.95426 -4.04918 1.43837 0.0 0.0 0.0
H -3.25103 -5.12141 0.06550 0.0 0.0 0.0
H -3.02813 -2.83632 -2.42306 0.0 0.0 0.0
H -1.86414 -1.39754 1.69044 0.0 0.0 0.0
H -5.05232 -0.40118 -0.31876 -0.1 0.1 -0.1
H -0.23969 -3.22097 -2.64433 0.1 0.0 -0.1